{"formula": "C5H10EuO3", "method": "ωB97M-V/def2-TZVPD", "e_above_lowest_kcal_mol": 18.6, "gap_ev": [6.608, 8.077], "spin_multiplicity": 7, "e_tot_ev": -30808.9902, "total_charge": 1, "symbols": ["C", "O", "C", "O", "C", "C", "O", "C", "Eu", "H", "H", "H", "H", "H", "H", "H", "H", "H", "H"], "positions_angstrom": [[-0.05660, 2.09979, -2.34707], [-0.20926, 0.70845, -2.29871], [0.51424, 2.65393, -1.02625], [-0.14928, 2.11105, 0.08370], [0.39093, -0.05878, 3.03484], [0.06810, -1.28328, 2.62685], [-0.00367, -1.60525, 1.27784], [0.06575, -3.01222, 0.99315], [-0.70172, 0.05242, -0.31374], [-1.03656, 2.59437, -2.53072], [0.61355, 2.40816, -3.17578], [0.44212, 3.76023, -1.04268], [1.59906, 2.40690, -0.98904], [0.04841, 0.88341, 2.60771], [0.92440, 0.05529, 3.97723], [-0.35014, -2.05595, 3.27648], [0.06253, -3.12433, -0.09499], [0.99497, -3.41626, 1.41189], [-0.80403, -3.52244, 1.42575]], "forces_ev_per_a": [[0.051, 1.432, -0.283], [-0.443, -1.256, 2.129], [0.859, 0.603, -1.018], [-1.016, -2.795, 0.035], [-0.272, 0.142, 0.566], [0.034, 0.128, 0.609], [-0.959, 0.377, -0.622], [-0.053, -0.560, 0.189], [0.818, 3.220, -1.510], [0.365, -0.313, 0.026], [-0.300, -0.221, 0.303], [-0.030, -0.468, 0.117], [-0.459, 0.090, 0.110], [1.163, -0.050, -0.976], [-1.133, -0.108, 0.437], [1.323, -0.326, 0.026], [0.045, -0.025, 0.175], [-0.234, 0.071, -0.172], [0.241, 0.060, -0.140]]}



{"formula": "C5H10F2", "method": "ωB97M-V/def2-TZVPD", "smiles": "CCC[C@H](F)CF", "e_above_lowest_kcal_mol": 33.0, "gap_ev": 12.300, "e_tot_ev": -10781.3017, "symbols": ["C", "C", "C", "C", "F", "C", "F", "H", "H", "H", "H", "H", "H", "H", "H", "H", "H"], "positions_angstrom": [[-0.12490, -2.00490, -0.91619], [-0.18267, -1.47114, 0.46140], [0.47083, -0.07632, 0.60290], [-0.27596, 1.05797, -0.07795], [-0.21172, 0.89378, -1.51020], [0.23573, 2.38593, 0.33521], [-0.88182, 3.35879, 0.11977], [0.87467, -2.23055, -1.19711], [-0.48090, -1.27702, -1.60421], [-0.79311, -2.96121, -1.08192], [-1.27922, -1.41755, 0.84956], [0.31649, -2.21633, 1.17414], [0.85078, 0.27005, 1.59290], [1.34805, -0.17631, -0.00141], [-1.34589, 0.85576, 0.14806], [1.04017, 2.71081, -0.28925], [0.43948, 2.29826, 1.39432]], "forces_ev_per_a": [[-1.940, -2.133, -0.863], [-1.403, -0.249, 3.463], [0.752, -0.230, -0.521], [-1.304, -1.757, -0.706], [0.233, 0.479, 1.177], [-3.088, 1.011, -0.530], [2.085, -1.351, 0.570], [0.948, -0.378, -0.276], [-0.364, 0.480, -0.700], [1.398, 1.744, 0.530], [1.655, -0.047, -0.681], [-0.540, 1.124, -0.807], [-0.743, -0.742, -0.410], [1.171, 0.041, -0.267], [0.428, 0.959, -0.033], [0.589, 0.284, -0.110], [0.121, 0.764, 0.163]]}



{"formula": "C5H10FN", "method": "ωB97M-V/def2-TZVPD", "smiles": "C[C@H]1N(F)C1(C)C", "e_above_lowest_kcal_mol": 81.7, "gap_ev": 10.447, "e_tot_ev": -9551.0754, "symbols": ["C", "C", "N", "F", "C", "C", "C", "H", "H", "H", "H", "H", "H", "H", "H", "H", "H"], "positions_angstrom": [[0.06764, -2.12541, -0.05548], [-0.70266, -0.85936, -0.43329], [-1.52933, -0.44645, 0.68890], [-2.80376, 0.06868, 0.37173], [-0.33854, 0.50362, 0.07910], [-0.66028, 1.70750, -0.75839], [0.78332, 0.66296, 1.09270], [-0.51640, -2.99869, 0.14435], [0.55389, -2.02113, 0.79806], [0.81051, -2.37907, -0.79159], [-1.26258, -1.12612, -1.30515], [-1.12877, 2.48794, -0.23096], [-1.43451, 1.46006, -1.53690], [0.22848, 2.08379, -1.21212], [1.03428, 1.66421, 1.08851], [1.56892, -0.03129, 0.81140], [0.55060, 0.28249, 2.02854]], "forces_ev_per_a": [[-1.172, 0.344, -2.943], [-0.246, -1.729, 0.758], [1.677, 2.020, 0.716], [0.066, -0.127, -0.909], [-1.571, -1.907, 0.645], [-1.779, -1.552, -1.055], [-0.511, -2.133, -2.321], [-1.033, -0.366, -0.420], [2.396, 0.883, 3.989], [0.246, -0.062, -0.567], [-0.216, 1.074, -0.973], [-0.333, 1.063, 1.158], [1.007, 0.071, 0.478], [0.670, 0.180, -0.468], [1.063, 1.923, 0.353], [0.751, 0.514, -0.398], [-1.015, -0.197, 1.957]]}